No. 1
{"formula": "C20H31N5O4", "method": "ωB97M-V/def2-TZVPD", "de_lowest_kj_mol": 142.30, "smiles": "CC(C)Cn1[nH]c(CC(=O)N2CC(CN(C)C(=O)CC(=O)NC3CC3)C2)cc1=O", "total_energy_ev": -36883.1508, "charge": 0, "elements": ["C", "C", "C", "C", "N", "N", "C", "C", "C", "O", "N", "C", "C", "C", "N", "C", "C", "O", "C", "C", "O", "N", "C", "C", "C", "C", "C", "C", "O", "H", "H", "H", "H", "H", "H", "H", "H", "H", "H", "H", "H", "H", "H", "H", "H", "H", "H", "H", "H", "H", "H", "H", "H", "H", "H", "H", "H", "H", "H", "H"], "coordinates": [[-1.46, 4.05, -0.62], [-0.06, 3.46, -0.45], [-0.15, 1.94, -0.40], [0.60, 4.09, 0.80], [1.38, 3.22, 1.65], [0.72, 2.39, 2.57], [1.62, 1.38, 2.89], [1.30, 0.44, 4.00], [2.14, -0.82, 3.86], [3.14, -1.03, 4.53], [1.72, -1.67, 2.90], [0.65, -1.62, 1.90], [1.28, -2.88, 1.25], [1.75, -2.74, -0.19], [0.77, -3.19, -1.17], [0.96, -4.54, -1.69], [-0.27, -2.37, -1.47], [-0.38, -1.29, -0.89], [-1.23, -2.84, -2.55], [-2.30, -1.88, -3.08], [-2.85, -2.17, -4.14], [-2.62, -0.82, -2.33], [-3.60, 0.12, -2.76], [-3.81, 1.35, -1.93], [-3.18, 1.46, -3.30], [2.40, -2.81, 2.32], [2.70, 1.43, 2.08], [2.54, 2.59, 1.20], [3.20, 2.98, 0.26], [-2.10, 3.75, 0.21], [-1.44, 5.15, -0.64], [-1.92, 3.71, -1.55], [0.55, 3.73, -1.32], [-0.75, 1.60, 0.45], [-0.62, 1.57, -1.31], [0.83, 1.47, -0.33], [1.27, 4.90, 0.50], [-0.17, 4.53, 1.44], [0.36, 2.91, 3.36], [1.53, 0.88, 4.97], [0.23, 0.20, 3.98], [-0.35, -1.76, 2.32], [0.66, -0.74, 1.27], [0.66, -3.77, 1.35], [2.01, -1.70, -0.40], [2.64, -3.35, -0.34], [0.10, -4.87, -2.26], [1.84, -4.58, -2.33], [1.10, -5.23, -0.87], [-0.68, -3.18, -3.43], [-1.77, -3.71, -2.18], [-2.00, -0.61, -1.55], [-4.46, -0.35, -3.22], [-4.82, 1.71, -1.79], [-3.16, 1.48, -1.08], [-2.11, 1.65, -3.34], [-3.76, 1.89, -4.10], [3.39, -2.57, 1.94], [2.48, -3.67, 2.99], [3.52, 0.74, 2.05]]}


No. 2
{"formula": "C20H31NO2", "method": "ωB97M-V/def2-TZVPD", "de_lowest_kj_mol": 119.40, "smiles": "C/C=C/c1ccc(OCCCCN2CCC(C)CC2)c(OC)c1", "total_energy_ev": -26827.3386, "charge": 0, "elements": ["C", "C", "C", "C", "C", "C", "C", "O", "C", "C", "C", "C", "N", "C", "C", "C", "C", "C", "C", "C", "O", "C", "C", "H", "H", "H", "H", "H", "H", "H", "H", "H", "H", "H", "H", "H", "H", "H", "H", "H", "H", "H", "H", "H", "H", "H", "H", "H", "H", "H", "H", "H", "H", "H"], "coordinates": [[-7.28, -2.71, 0.39], [-6.14, -1.81, 0.04], [-5.67, -0.85, 0.84], [-4.57, 0.06, 0.58], [-4.18, 0.95, 1.58], [-3.12, 1.81, 1.37], [-2.43, 1.84, 0.16], [-1.44, 2.77, 0.09], [-0.28, 2.54, -0.69], [0.49, 1.29, -0.27], [0.92, 1.34, 1.19], [1.70, 0.09, 1.58], [2.86, -0.12, 0.73], [3.31, -1.50, 0.73], [4.38, -1.70, -0.33], [5.58, -0.79, -0.07], [6.64, -0.94, -1.15], [5.07, 0.65, 0.01], [3.97, 0.76, 1.06], [-2.84, 0.97, -0.87], [-2.18, 1.04, -2.07], [-2.53, 0.14, -3.09], [-3.88, 0.09, -0.63], [-8.08, -2.60, -0.34], [-6.96, -3.75, 0.38], [-7.68, -2.47, 1.38], [-5.71, -1.99, -0.93], [-6.14, -0.72, 1.81], [-4.69, 0.96, 2.53], [-2.81, 2.50, 2.14], [0.33, 3.43, -0.51], [-0.53, 2.49, -1.76], [1.37, 1.18, -0.90], [-0.15, 0.41, -0.43], [0.04, 1.42, 1.83], [1.52, 2.24, 1.35], [1.04, -0.77, 1.47], [1.99, 0.15, 2.65], [2.45, -2.14, 0.51], [3.71, -1.80, 1.72], [3.96, -1.46, -1.31], [4.69, -2.75, -0.34], [6.02, -1.06, 0.90], [7.00, -1.97, -1.19], [7.49, -0.29, -0.95], [6.24, -0.68, -2.12], [4.66, 0.94, -0.96], [5.88, 1.33, 0.27], [3.60, 1.79, 1.09], [4.38, 0.52, 2.06], [-3.56, 0.29, -3.42], [-2.38, -0.90, -2.79], [-1.86, 0.37, -3.92], [-4.19, -0.58, -1.42]]}


Sequential maximum force output: 0.22, 0.77 eV Å⁻¹
Sequential HOMO output: -8.6, -7.6 eV
Sequential orbital gap output: 8.998, 8.429 eV